Formula: C59H45I2N3O4P2STi
Source: the OMol25 dataset
Level of theory: ωB97M-V/def2-TZVPD

As for the strongest force on any atom: 0.0739 Eh/bohr. The total energy is -5266.100096 Ha. The expectation value of S² is 0.753. For the LUMO energy (spin up / spin down), the calculation gives -3.065 / -3.098 eV. The value obtained for the energy above the lowest of the compared OMol25 structures with the same formula, charge and spin is 87.6 kcal/mol. The HOMO-LUMO gap (spin up / spin down) comes out at 6.4 / 6.3 eV.

```
! RIJCOSX wB97M-V def2-TZVPD def2/J DEFGRID3
* xyz 1 2
Ti 11.162 14.594 11.050
O 12.652 12.258 13.831
S 14.148 12.395 13.978
C 14.917 11.033 14.891
C 15.590 11.130 16.086
C 16.165 9.982 16.672
C 16.079 8.752 16.013
C 15.485 8.706 14.787
C 14.896 9.788 14.210
P 14.200 9.588 12.594
C 12.673 8.648 12.585
C 11.927 8.355 13.742
C 10.720 7.698 13.677
C 10.223 7.321 12.406
C 10.940 7.611 11.222
C 12.182 8.262 11.366
C 15.407 8.511 11.749
C 15.211 7.140 11.583
C 16.109 6.349 10.862
C 17.286 6.890 10.372
C 17.482 8.273 10.513
C 16.547 9.063 11.162
C 14.375 13.735 15.196
C 13.797 13.701 16.467
C 13.874 14.809 17.277
C 14.616 15.933 16.876
C 15.199 15.988 15.613
C 15.105 14.839 14.788
P 15.699 14.924 13.083
C 15.768 16.684 12.690
C 14.563 17.374 12.594
C 14.509 18.617 11.937
C 15.679 19.173 11.449
C 16.927 18.615 11.810
C 16.964 17.337 12.368
C 17.385 14.377 13.040
C 18.181 13.963 14.153
C 19.362 13.233 13.956
C 19.752 12.893 12.628
C 18.971 13.307 11.562
C 17.768 14.005 11.739
H 15.731 12.064 16.628
H 16.453 9.968 17.732
H 16.500 7.830 16.462
H 15.503 7.726 14.290
H 12.377 8.557 14.741
H 10.177 7.604 14.642
H 9.208 6.929 12.279
H 10.630 7.342 10.265
H 12.833 8.453 10.475
H 14.406 6.629 12.079
H 15.868 5.278 10.730
H 18.056 6.293 9.873
H 18.331 8.815 10.135
H 16.757 10.145 11.328
H 13.266 12.791 16.813
H 13.420 14.785 18.242
H 14.596 16.821 17.516
H 15.799 16.812 15.268
H 13.628 16.946 13.057
H 13.547 19.070 11.849
H 15.635 20.128 10.945
H 17.828 19.218 11.596
H 17.897 16.936 12.641
H 17.992 14.410 15.124
H 20.048 13.066 14.794
H 20.670 12.331 12.466
H 19.260 13.062 10.557
H 17.145 14.336 10.837
I 5.817 15.403 5.814
C 7.141 15.739 7.415
C 8.097 16.729 7.292
C 9.063 16.867 8.269
I 10.024 18.672 8.453
C 9.308 15.842 9.172
O 10.382 15.899 10.018
C 8.288 14.865 9.333
C 8.342 13.758 10.432
N 9.710 13.092 10.540
C 10.159 12.206 9.496
C 11.625 12.485 9.194
C 12.280 11.733 8.185
C 13.685 11.820 8.003
C 14.363 12.671 8.928
C 13.663 13.347 9.918
N 12.325 13.350 10.025
C 7.171 14.914 8.509
H 8.080 17.427 6.442
H 7.577 12.993 10.273
H 8.181 14.165 11.422
H 9.702 12.568 11.454
H 9.574 12.352 8.530
H 10.037 11.177 9.790
H 11.671 11.138 7.483
H 14.280 11.206 7.308
H 15.453 12.774 8.872
H 14.177 13.822 10.764
H 6.355 14.188 8.631
O 10.139 14.133 12.697
C 11.048 14.947 13.247
O 12.194 15.009 12.668
C 10.673 15.948 14.227
C 9.363 16.068 14.762
C 9.028 17.284 15.322
C 9.885 18.456 15.179
C 9.526 19.796 15.449
C 10.423 20.817 15.323
C 11.774 20.557 14.916
C 12.169 19.278 14.552
C 11.247 18.179 14.683
N 11.582 16.977 14.208
H 8.662 15.255 14.615
H 8.112 17.394 15.934
H 8.468 20.083 15.730
H 10.063 21.801 15.620
H 12.491 21.396 14.845
H 13.134 19.110 14.164
*
```


Formula: C59H45INO20
Source: the OMol25 dataset
Level of theory: ωB97M-V/def2-TZVPD

As for the strongest force on any atom: 0.0858 Eh/bohr. The total energy is -4132.189518 Ha. For the LUMO energy, the calculation gives -0.626 eV. The HOMO-LUMO gap comes out at 2.3 eV.

```
! RIJCOSX wB97M-V def2-TZVPD def2/J DEFGRID3
* xyz -1 1
C 2.612 -1.500 -4.077
C 2.113 -0.039 -4.211
C 1.116 0.031 -5.335
O 1.448 -0.162 -6.428
O -0.152 0.334 -5.022
C -0.735 -0.734 -4.223
C -2.255 -0.730 -4.303
N -2.831 -0.969 -5.587
I -2.958 -3.012 -5.923
H 2.521 -1.866 -3.064
H 2.033 -2.136 -4.722
H 3.643 -1.602 -4.386
H 1.671 0.274 -3.286
H 2.971 0.560 -4.474
H -0.451 -0.580 -3.176
H -0.369 -1.695 -4.570
H -2.601 0.251 -3.980
H -2.613 -1.440 -3.547
C 1.766 1.721 -0.437
C 2.631 2.691 -0.158
C 4.094 2.476 -0.295
O 4.881 3.372 -0.045
C 4.557 1.151 -0.757
C 3.693 0.178 -1.036
C 2.231 0.390 -0.899
O 1.437 -0.493 -1.153
H 0.695 1.853 -0.344
H 2.316 3.671 0.178
H 5.624 1.022 -0.854
H 4.012 -0.794 -1.378
C 5.365 0.875 -5.710
C 5.266 0.570 -4.419
C 6.296 -0.259 -3.743
O 6.208 -0.537 -2.563
C 7.439 -0.734 -4.560
C 7.538 -0.429 -5.851
C 6.509 0.401 -6.529
O 6.606 0.681 -7.703
H 4.624 1.478 -6.221
H 4.439 0.910 -3.808
H 8.178 -1.336 -4.047
H 8.364 -0.766 -6.464
C 3.750 -1.452 4.612
C 4.444 -1.623 3.489
C 3.795 -1.502 2.158
O 4.419 -1.669 1.130
C 2.354 -1.175 2.133
C 1.658 -1.001 3.251
C 2.299 -1.130 4.580
O 1.667 -0.978 5.607
H 4.201 -1.543 5.592
H 5.500 -1.861 3.490
H 1.897 -1.092 1.157
H 0.602 -0.769 3.236
C 0.990 -3.435 7.529
C -0.207 -3.235 8.073
C -0.706 -4.097 9.170
O -1.800 -3.918 9.669
C 0.178 -5.192 9.641
C 1.375 -5.393 9.099
C 1.876 -4.528 8.000
O 2.969 -4.710 7.508
H 1.371 -2.815 6.729
H -0.867 -2.442 7.744
H -0.207 -5.808 10.444
H 2.036 -6.185 9.428
C 3.813 6.017 -4.800
C 4.277 7.223 -4.485
C 4.749 7.534 -3.111
O 5.171 8.636 -2.827
C 4.684 6.448 -2.103
C 4.218 5.242 -2.418
C 3.749 4.932 -3.789
O 3.333 3.828 -4.074
H 3.465 5.769 -5.795
H 4.333 8.029 -5.206
H 5.033 6.691 -1.108
H 4.164 4.440 -1.700
C -9.086 -0.382 -5.796
C -8.291 0.524 -5.237
C -6.817 0.329 -5.180
O -6.105 1.163 -4.663
C -6.268 -0.918 -5.775
C -7.072 -1.823 -6.333
C -8.537 -1.628 -6.389
O -9.276 -2.449 -6.899
H -10.162 -0.259 -5.846
H -8.673 1.439 -4.799
H -5.187 -1.049 -5.730
H -6.689 -2.737 -6.769
C -1.321 -2.089 0.186
C -1.818 -2.647 -0.913
C -2.621 -3.893 -0.847
O -3.066 -4.394 -1.852
C -2.849 -4.491 0.498
C -2.347 -3.931 1.596
C -1.545 -2.685 1.521
O -1.075 -2.165 2.517
H -0.730 -1.181 0.154
H -1.664 -2.227 -1.899
H -3.437 -5.400 0.526
H -2.496 -4.350 2.583
C -5.899 -0.561 11.466
C -5.037 0.402 11.780
C -3.574 0.212 11.611
O -2.790 1.091 11.901
C -3.111 -1.092 11.078
C -3.971 -2.058 10.763
C -5.433 -1.867 10.933
O -6.222 -2.743 10.647
H -6.969 -0.442 11.582
H -5.355 1.361 12.169
H -2.042 -1.212 10.961
H -3.649 -3.011 10.375
C -4.458 4.399 -0.861
C -4.091 3.122 -0.802
C -3.212 2.526 -1.841
O -2.875 1.365 -1.795
C -2.763 3.408 -2.948
C -3.133 4.685 -3.005
C -4.007 5.281 -1.967
O -4.343 6.447 -2.015
H -5.097 4.854 -0.115
H -4.409 2.462 -0.005
H -2.127 2.951 -3.697
H -2.818 5.344 -3.804
*
```


Formula: C59H47AsCl3F3IKN2O3P2S2
Source: the OMol25 dataset
Level of theory: ωB97M-V/def2-TZVPD

As for the strongest force on any atom: 0.0575 Eh/bohr. The total energy is -8904.593852 Ha. For the LUMO energy, the calculation gives 3.602 eV. The HOMO-LUMO gap comes out at 5.3 eV.

```
! RIJCOSX wB97M-V def2-TZVPD def2/J DEFGRID3
* xyz -2 1
K -0.786 -0.529 -0.258
S 0.307 -2.245 2.216
P 2.017 -1.613 1.407
C 2.118 -0.792 -0.116
P 2.489 -1.013 -1.751
S 1.971 0.365 -3.095
C 4.314 -0.978 -1.771
C 4.968 -1.614 -2.803
C 6.371 -1.628 -2.836
C 7.124 -0.969 -1.898
C 6.454 -0.281 -0.889
C 5.082 -0.277 -0.831
C 1.969 -2.635 -2.395
C 2.728 -3.779 -2.136
C 2.294 -5.037 -2.514
C 1.069 -5.195 -3.171
C 0.309 -4.057 -3.453
C 0.732 -2.814 -2.975
C 2.987 -3.171 1.377
C 2.380 -4.411 1.195
C 3.115 -5.528 0.846
C 4.478 -5.449 0.655
C 5.106 -4.235 0.877
C 4.370 -3.101 1.177
C 2.967 -0.671 2.655
C 3.484 -1.380 3.729
C 4.253 -0.767 4.710
C 4.456 0.614 4.689
C 3.930 1.346 3.634
C 3.200 0.716 2.621
H 4.396 -2.179 -3.553
H 6.863 -2.188 -3.622
H 8.202 -1.036 -1.929
H 7.020 0.255 -0.135
H 4.577 0.272 -0.048
H 3.677 -3.669 -1.612
H 2.891 -5.927 -2.281
H 0.744 -6.196 -3.456
H -0.634 -4.117 -3.980
H 0.051 -1.974 -3.034
H 1.326 -4.477 1.378
H 2.595 -6.484 0.723
H 5.025 -6.329 0.301
H 6.185 -4.164 0.743
H 4.910 -2.179 1.341
H 3.281 -2.439 3.840
H 4.662 -1.360 5.515
H 4.988 1.105 5.492
H 4.108 2.413 3.584
H 2.870 1.288 1.775
Cl -5.832 -4.917 -3.449
C -5.054 -3.590 -2.703
C -5.540 -2.281 -2.867
C -4.909 -1.178 -2.268
I -5.619 0.758 -2.344
C -3.856 -1.431 -1.367
O -3.548 -0.601 -0.449
C -3.229 -2.753 -1.394
N -2.053 -2.887 -0.709
C -1.519 -4.090 -0.604
C -2.091 -5.244 -1.179
C -3.274 -5.147 -1.850
C -3.856 -3.863 -2.013
H -6.418 -2.167 -3.508
H -0.581 -4.189 -0.055
H -1.566 -6.194 -1.087
H -3.727 -6.026 -2.330
O -3.456 -1.833 1.827
H -2.585 -2.276 1.736
H -3.529 -1.322 0.967
O 0.867 2.073 -0.621
H 0.748 2.289 -1.564
H 1.529 1.308 -0.648
Cl -1.813 0.086 -3.509
C -0.929 0.139 -5.094
Cl -0.193 1.699 -5.540
H -1.647 -0.104 -5.861
H -0.121 -0.600 -5.033
F -0.250 3.121 6.526
C -0.946 1.925 6.442
F -2.097 2.065 7.172
F -0.192 0.985 7.105
C -1.207 1.525 5.012
C -2.460 1.080 4.563
C -2.574 0.612 3.252
N -1.547 0.761 2.406
C -0.336 1.127 2.807
C -0.120 1.487 4.119
H -3.316 1.071 5.236
H -3.429 0.061 2.887
H 0.453 1.130 2.062
H 0.886 1.781 4.423
C -6.757 4.629 0.306
C -6.244 3.719 1.233
C -5.027 3.113 0.995
C -4.273 3.449 -0.138
C -4.781 4.371 -1.033
C -6.024 4.955 -0.816
As -2.484 2.659 -0.272
C -1.787 3.751 -1.763
C -2.096 3.615 -3.114
C -1.446 4.467 -4.009
C -0.473 5.379 -3.602
C -0.168 5.502 -2.255
C -0.870 4.734 -1.323
C -0.768 4.862 0.150
C 0.033 5.776 0.858
C 0.003 5.812 2.249
C -0.877 4.994 2.947
C -1.705 4.129 2.274
C -1.627 4.006 0.875
H -7.749 5.052 0.468
H -6.822 3.458 2.123
H -4.640 2.390 1.705
H -4.201 4.645 -1.889
H -6.404 5.668 -1.528
H -2.804 2.869 -3.482
H -1.717 4.434 -5.063
H 0.037 5.965 -4.361
H 0.615 6.193 -1.956
H 0.646 6.505 0.339
H 0.690 6.462 2.797
H -0.886 5.028 4.034
H -2.445 3.533 2.817
*
```


Formula: C59H49NO8P2PdS
Source: the OMol25 dataset
Level of theory: ωB97M-V/def2-TZVPD

As for the strongest force on any atom: 0.0949 Eh/bohr. The total energy is -4143.125497 Ha. For the LUMO energy, the calculation gives -0.698 eV. The value obtained for the energy above the lowest of the compared OMol25 structures with the same formula, charge and spin is 0.0 kcal/mol. The HOMO-LUMO gap comes out at 6.3 eV.

```
! RIJCOSX wB97M-V def2-TZVPD def2/J DEFGRID3
* xyz 0 1
C -4.759 4.479 -0.902
C -5.069 3.473 -1.815
C -4.809 2.136 -1.510
C -4.166 1.865 -0.312
O -3.740 0.556 -0.018
P -2.825 -0.322 -1.021
O -2.972 -1.782 -0.334
C -3.768 -2.143 0.769
C -4.781 -3.075 0.532
C -5.441 -3.612 1.638
C -5.062 -3.267 2.932
C -4.087 -2.286 3.126
C -3.426 -1.711 2.042
O -3.772 -0.371 -2.350
C -3.900 -1.425 -3.253
C -4.995 -1.391 -4.118
C -5.211 -2.510 -4.926
C -4.332 -3.595 -4.896
C -3.220 -3.568 -4.060
C -2.972 -2.463 -3.235
Pd -0.782 0.473 -1.531
P 0.063 2.030 -0.046
O -0.582 3.520 -0.231
C -0.194 4.762 0.308
C -0.007 5.838 -0.560
C 0.645 6.958 -0.050
C 0.962 7.026 1.308
C 0.651 5.977 2.177
C 0.015 4.838 1.680
O 0.011 1.696 1.565
C 1.119 1.297 2.338
C 1.215 1.835 3.617
C 2.491 1.902 4.210
C 3.596 1.313 3.569
C 3.416 0.623 2.372
C 2.157 0.557 1.765
O 1.649 2.369 -0.202
C 2.316 3.486 -0.733
C 3.033 4.295 0.157
C 3.731 5.386 -0.370
C 3.751 5.621 -1.743
C 3.037 4.788 -2.612
C 2.317 3.705 -2.101
C 1.321 -0.360 -2.147
C 0.521 -0.327 -3.394
C 0.065 0.951 -3.837
C -0.818 1.038 -4.926
C -1.114 -0.106 -5.661
C -0.517 -1.340 -5.340
C 0.219 -1.476 -4.173
C 1.778 -1.558 -1.509
C 2.880 -1.683 -0.654
C -3.771 2.843 0.587
C -4.026 4.175 0.252
H -5.099 5.509 -1.072
H -5.544 3.722 -2.762
H -5.054 1.340 -2.204
H -5.025 -3.344 -0.494
H -6.260 -4.305 1.474
H -5.497 -3.776 3.799
H -3.843 -1.958 4.132
H -2.657 -0.942 2.167
H -5.682 -0.537 -4.143
H -6.074 -2.550 -5.583
H -4.507 -4.455 -5.545
H -2.531 -4.404 -4.027
H -2.082 -2.407 -2.606
H -0.317 5.753 -1.604
H 0.911 7.757 -0.746
H 1.452 7.929 1.675
H 0.881 6.050 3.241
H -0.302 4.004 2.313
H 0.318 2.248 4.092
H 2.605 2.408 5.163
H 4.589 1.378 4.015
H 4.268 0.113 1.927
H 1.993 -0.075 0.891
H 3.017 4.061 1.221
H 4.259 6.049 0.321
H 4.324 6.460 -2.144
H 3.063 4.986 -3.685
H 1.768 3.038 -2.774
H 1.864 0.574 -1.896
H 0.473 1.870 -3.389
H -1.231 2.011 -5.209
H -1.789 -0.043 -6.520
H -0.665 -2.201 -5.991
H 0.581 -2.452 -3.828
H 1.192 -2.462 -1.756
H 3.337 -0.768 -0.225
H 3.489 -2.585 -0.812
H -3.252 2.558 1.499
H -3.653 4.954 0.900
C -0.434 -6.324 4.305
C 0.828 -6.713 3.840
C 1.451 -6.014 2.799
C 0.825 -4.897 2.229
S 1.593 -4.014 0.802
C 2.487 -2.531 1.175
C 3.854 -2.648 1.709
C 4.210 -2.314 3.042
C 5.541 -2.018 3.356
C 6.535 -2.046 2.348
C 7.884 -1.595 2.619
N 9.000 -1.282 2.816
C 6.215 -2.515 1.069
C 4.916 -2.879 0.808
O 2.477 -4.951 0.129
O 0.381 -3.512 0.138
C -0.439 -4.504 2.703
C -1.064 -5.214 3.734
H -0.909 -6.866 5.119
H 1.345 -7.554 4.293
H 2.427 -6.323 2.427
H 1.787 -1.868 1.691
H 3.406 -2.257 3.784
H 5.824 -1.741 4.383
H 6.993 -2.581 0.292
H 4.667 -3.273 -0.172
H -0.929 -3.632 2.267
H -2.033 -4.888 4.109
*
```


The lowest strongest force on any atom belongs to which entry? C59H47AsCl3F3IKN2O3P2S2


strongest force on any atom of number 4 (C59H49NO8P2PdS)? 0.0949 Eh/bohr


The highest strongest force on any atom belongs to which entry? C59H49NO8P2PdS


What is the strongest force on any atom in the second record? 0.0858 Eh/bohr